[1]
ORCA calculation (ωB97M-V with the def2-TZVPD basis set) on C16H25GdINO5P2S as an isolated structure.

```
52
Properties=species:S:1:pos:R:3:mulliken_charge:R:1
C -6.93 3.39 -0.06 -0.83
C -5.77 2.70 -0.74 0.43
H -7.68 3.63 -0.83 0.31
H -6.61 4.32 0.42 0.31
H -7.39 2.74 0.69 0.31
O -5.67 2.46 -1.92 -0.36
I -4.03 2.06 0.50 -0.11
Gd -0.01 0.11 0.74 0.64
P -1.26 -2.27 0.41 0.78
C -0.88 -3.65 -0.69 -0.93
C -0.76 -2.86 2.07 -1.19
H -1.37 -3.75 2.32 0.46
H -3.54 -2.98 0.87 0.42
H -0.93 -2.08 2.84 0.41
H -3.29 -1.24 1.24 0.29
H 0.21 -3.80 -0.67 0.11
H 0.31 -3.13 2.08 0.31
C -3.06 -2.06 0.54 -1.01
H -1.39 -4.57 -0.37 0.44
H -3.45 -1.77 -0.45 0.36
H -1.18 -3.39 -1.71 0.38
P 1.03 2.38 -0.39 0.78
C 2.18 2.60 -1.77 -1.14
C -0.24 3.68 -0.44 -1.10
H 1.39 2.70 2.02 0.41
H 2.38 3.82 1.02 0.47
H 2.88 2.10 1.21 0.23
C 2.02 2.79 1.11 -1.13
H -0.92 3.58 0.41 0.29
H 0.22 4.68 -0.43 0.40
H 2.60 3.62 -1.79 0.42
H 1.64 2.40 -2.71 0.39
H -0.83 3.56 -1.36 0.36
H 2.99 1.87 -1.67 0.34
C 0.70 -0.64 -1.38 0.20
O 1.14 -0.93 -2.43 -0.14
O 3.77 -3.66 -1.68 -0.63
S 3.47 -3.60 -0.27 1.08
O 3.22 -4.83 0.40 -0.63
N 2.26 -2.47 0.07 -0.01
C 2.67 -1.52 0.88 0.82
O 1.84 -0.65 1.41 -0.62
C 4.11 -1.52 1.15 0.17
C 4.88 -0.58 1.84 -0.51
C 6.25 -0.85 1.94 -0.74
C 6.81 -2.02 1.36 -0.53
C 6.01 -2.94 0.65 -0.59
C 4.67 -2.64 0.57 0.11
H 4.37 0.27 2.27 0.47
H 6.88 -0.14 2.48 0.42
H 7.88 -2.21 1.45 0.43
H 6.40 -3.86 0.18 0.46
```

Values from the calculation:
**Orbital gap (alpha / beta)**: 7.019 / 4.777 eV
**⟨S²⟩**: 16.062
**Spin multiplicity**: 8
**Net charge**: +2



[2]
ORCA calculation (ωB97M-V with the def2-TZVPD basis set) on a 4-piece molecular cluster, C16H25I2O11P overall.

```
55
Properties=species:S:1:pos:R:3:mulliken_charge:R:1
C 2.45 -0.20 -0.42 -0.99
C 1.46 -1.38 0.01 0.29
I -0.28 -0.61 1.12 0.18
C 1.03 -2.37 -1.17 -0.50
I 0.27 -1.33 -2.93 0.10
O 0.03 -3.29 -0.60 -0.23
C 0.75 -4.49 -0.22 0.69
O 0.91 -5.34 -1.10 -0.45
O 1.13 -4.61 1.14 -0.24
P 2.85 -4.68 1.35 0.28
O 3.70 -4.35 -0.09 -0.42
O 3.18 -3.49 2.56 -0.45
H 2.71 0.39 0.53 0.36
H 3.42 -0.69 -0.81 0.24
H 1.98 0.48 -1.21 0.34
H 2.03 -2.03 0.78 -0.33
H 1.88 -3.03 -1.54 0.45
H 3.67 -3.40 -0.33 0.34
H 2.33 -2.99 2.66 0.36
O -2.61 2.35 2.00 -0.61
C -1.87 2.66 2.90 0.44
O -0.73 3.37 2.73 -0.27
C -0.04 3.47 3.99 -0.45
C -1.10 3.24 5.04 -0.49
C -2.05 2.28 4.35 -0.31
H 0.74 2.71 4.02 0.34
H 0.42 4.46 4.08 0.29
H -0.70 2.86 5.98 0.38
H -1.62 4.18 5.25 0.22
H -1.75 1.24 4.48 0.20
H -3.08 2.43 4.67 0.30
O -1.60 6.13 3.62 -0.52
C -1.74 6.68 2.55 0.43
O -2.29 7.91 2.40 -0.39
C -2.40 8.21 1.00 -0.44
C -1.39 7.32 0.32 -0.59
C -1.38 6.09 1.21 -0.19
H -3.42 8.00 0.68 0.26
H -2.19 9.27 0.83 0.33
H -1.64 7.10 -0.72 0.34
H -0.40 7.79 0.34 0.28
H -2.15 5.37 0.92 0.26
H -0.40 5.62 1.24 0.20
O -1.23 -4.84 -7.24 -0.59
C -0.71 -5.34 -6.27 0.43
O -0.93 -4.93 -4.99 -0.33
C -0.07 -5.65 -4.10 -0.12
C 0.30 -6.91 -4.85 -0.50
C 0.30 -6.45 -6.29 -0.36
H 0.80 -5.03 -3.88 0.11
H -0.60 -5.87 -3.18 0.22
H 1.24 -7.35 -4.52 0.30
H -0.48 -7.67 -4.71 0.30
H 1.28 -6.04 -6.58 0.24
H 0.00 -7.25 -6.97 0.29
```

Values from the calculation:
**Orbital gap**: 9.475 eV
**SMILES**: C[C@@H](I)[C@H](I)OC(=O)OP(O)O.O=C1CCCO1.O=C1CCCO1.O=C1CCCO1



[3]
ORCA calculation (ωB97M-V with the def2-TZVPD basis set) on a single C16H25N3O2 molecule.

```
46
Properties=species:S:1:pos:R:3:mulliken_charge:R:1
O -2.72 2.10 -0.03 -0.69
O -1.67 -1.82 -1.86 -0.70
C -2.00 1.11 -0.04 0.51
C -1.36 -0.87 -1.14 0.53
C -0.97 0.91 0.98 -0.54
C -0.09 -0.13 0.74 0.76
N -2.24 0.17 -1.01 0.06
N -0.79 1.74 2.10 0.50
N -0.16 -0.86 -0.48 0.40
C 0.91 -0.55 1.82 -1.68
C -3.58 0.13 -1.66 -0.99
C -1.89 2.07 3.03 -0.60
C 0.23 2.76 2.07 -0.50
C -1.31 3.13 3.94 -0.64
C -0.32 3.83 3.03 -0.69
C 2.66 -2.81 -3.11 -0.64
C 2.58 -1.25 -2.99 -0.88
C 2.39 -3.46 -1.77 -0.69
C 1.27 -0.73 -2.46 -0.67
C 1.04 -2.95 -1.18 -0.67
C 1.05 -1.41 -1.08 -0.62
H 1.06 -1.63 1.69 0.47
H 0.40 -0.41 2.78 0.43
H 1.86 -0.01 1.75 0.26
H -4.38 0.28 -0.86 0.29
H -3.80 -0.77 -2.25 0.34
H -3.62 1.00 -2.29 0.34
H -2.78 2.45 2.49 0.29
H -2.16 1.18 3.61 0.30
H 1.20 2.37 2.48 0.23
H 0.43 3.14 1.05 0.31
H -0.74 2.66 4.77 0.25
H -2.05 3.79 4.38 0.35
H -0.91 4.55 2.44 0.28
H 0.48 4.36 3.56 0.39
H 1.90 -3.15 -3.83 0.32
H 3.62 -3.15 -3.55 0.33
H 3.33 -0.96 -2.26 0.35
H 2.82 -0.68 -3.92 0.40
H 3.20 -3.21 -1.06 0.32
H 2.33 -4.54 -1.86 0.38
H 0.49 -0.98 -3.18 0.33
H 1.36 0.37 -2.41 0.37
H 0.83 -3.38 -0.17 0.34
H 0.21 -3.28 -1.83 0.28
H 1.90 -1.16 -0.43 0.47
```

Values from the calculation:
**Orbital gap**: 8.664 eV
**SMILES**: Cc1c(N2CCCC2)c(=O)n(C)c(=O)n1C1CCCCC1
**ΔE to the lowest compared entry with this formula, charge and spin**: 0.394 eV



[4]
ORCA calculation (ωB97M-V with the def2-TZVPD basis set) on a single C16H25N3O4S molecule.

```
49
Properties=species:S:1:pos:R:3:mulliken_charge:R:1
C -4.46 -2.32 -0.74 -1.24
C -3.12 -1.85 -1.29 -0.34
H -2.30 -2.33 -0.75 0.13
H -3.02 -2.14 -2.34 0.45
C -2.97 -0.33 -1.21 -0.77
N -3.14 0.16 0.16 0.49
C -1.97 -0.03 0.98 -0.96
H -1.61 -1.05 0.82 0.49
C -0.79 0.93 0.71 -0.92
N 0.50 0.31 0.97 -0.32
S 0.97 -0.83 -0.17 1.63
O 0.53 -0.38 -1.46 -0.67
O 0.61 -2.15 0.26 -0.71
C 2.75 -0.66 -0.06 -0.27
C 3.48 -1.63 0.60 -0.35
C 4.86 -1.51 0.72 -0.96
C 5.45 -0.39 0.17 0.88
C 4.69 0.59 -0.49 0.16
C 3.32 0.47 -0.62 -0.81
H 2.71 1.20 -1.14 0.52
O 5.52 1.57 -0.94 -0.45
C 6.79 1.25 -0.57 0.48
O 7.76 1.90 -0.81 -0.60
N 6.75 0.04 0.11 0.06
C 7.92 -0.61 0.63 -1.02
H 8.78 0.02 0.39 0.36
H 8.04 -1.59 0.18 0.33
H 7.84 -0.72 1.72 0.33
H 5.44 -2.26 1.23 0.45
H 2.96 -2.48 0.99 0.55
H 0.55 -0.11 1.89 0.32
H -0.86 1.84 1.32 0.40
H -0.77 1.21 -0.34 0.44
H -2.28 0.05 2.03 0.36
C -3.72 1.48 0.25 -1.04
C -5.24 1.44 0.07 -0.10
C -5.87 2.81 0.29 -1.41
H -6.94 2.76 0.16 0.39
H -5.46 3.53 -0.41 0.34
H -5.66 3.17 1.30 0.34
H -5.65 0.72 0.79 0.28
H -5.49 1.08 -0.93 0.28
H -3.28 2.18 -0.48 0.26
H -3.51 1.87 1.25 0.53
H -2.00 -0.05 -1.63 0.17
H -3.75 0.13 -1.82 0.60
H -4.56 -1.99 0.29 0.26
H -5.28 -1.91 -1.32 0.26
H -4.52 -3.41 -0.76 0.44
```

Values from the calculation:
**Orbital gap**: 8.570 eV
**SMILES**: CCCN(CCC)CCNS(=O)(=O)c1ccc2c(c1)oc(=O)n2C
**ΔE to the lowest compared entry with this formula, charge and spin**: 1.804 eV



[5]
ORCA calculation (ωB97M-V with the def2-TZVPD basis set) on C16H25N3O5PS2Sr as an isolated structure.

```
53
Properties=species:S:1:pos:R:3:mulliken_charge:R:1
Sr -0.08 1.69 0.22 1.81
C -2.66 2.68 0.05 -0.17
C -2.45 2.45 1.42 -0.35
C -1.48 3.38 1.88 -0.95
C -1.10 4.18 0.77 -0.52
C -1.83 3.74 -0.36 -0.92
H -3.40 2.19 -0.57 0.41
H -3.00 1.76 2.04 0.43
H -1.12 3.49 2.89 0.42
H -0.39 5.00 0.80 0.41
H -1.80 4.18 -1.34 0.42
O 2.50 -0.83 2.13 -0.71
C 2.84 -0.21 1.15 0.24
N 2.01 0.05 0.08 -0.50
S 2.74 0.90 -1.06 1.58
O 2.03 2.16 -1.23 -0.83
O 2.90 0.15 -2.30 -0.98
C 4.30 1.08 -0.26 0.45
C 5.44 1.72 -0.68 -0.81
C 6.54 1.67 0.18 -0.51
C 6.46 0.98 1.39 -0.49
C 5.30 0.34 1.79 -0.57
C 4.21 0.39 0.94 0.26
H 5.49 2.25 -1.62 0.48
H 7.46 2.16 -0.10 0.41
H 7.33 0.96 2.04 0.41
H 5.23 -0.19 2.73 0.52
N 1.05 -1.58 -3.10 -0.13
C 0.76 -2.34 -1.84 -0.74
P -0.81 -1.71 -1.11 1.12
O -1.93 -2.52 -1.69 -0.80
O -0.78 -0.21 -1.23 -0.78
C -0.73 -2.26 0.66 -0.96
N -2.04 -2.93 0.92 -0.02
H 1.56 -2.14 -3.77 0.41
H 1.66 -0.75 -2.87 0.31
H 0.19 -1.25 -3.56 0.38
H 1.61 -2.18 -1.17 0.31
H 0.65 -3.39 -2.08 0.38
H -0.59 -1.45 1.36 0.30
H 0.07 -2.98 0.82 0.48
H -2.82 -2.20 1.03 -0.16
H -2.03 -3.55 1.73 0.37
H -2.30 -3.43 0.05 0.45
C -5.84 -1.90 1.39 -0.95
S -4.44 -0.81 1.07 0.00
C -4.58 -0.64 -0.73 -0.67
H -6.76 -1.38 1.13 0.32
H -5.85 -2.12 2.46 0.34
H -5.77 -2.82 0.82 0.32
H -4.56 -1.61 -1.21 0.39
H -3.71 -0.07 -1.06 -0.03
H -5.49 -0.10 -0.97 0.44
```

Values from the calculation:
**Orbital gap**: 7.640 eV
**ΔE to the lowest compared entry with this formula, charge and spin**: 0.163 eV
**Net charge**: +1



| no. | DFT total energy (eV) | largest force on an atom (eV/Å) |
| --- | --- | --- |
| 1 | -87057.8119 | 7.5 |
| 2 | -65010.2313 | 4.3 |
| 3 | -25563.4942 | 3.4 |
| 4 | -40493.3394 | 1.0 |
| 5 | -63499.1431 | 0.4 |